Here is a 5-piece molecular cluster, C25H44NO7 overall from the OMol25 dataset. Energies are from ωB97M-V/def2-TZVPD.

The value obtained for the energy above the lowest of the compared OMol25 structures with the same formula, charge and spin is 0.0 kJ/mol. Its maximum force is 0.63 eV/Å. The HOMO-LUMO gap is 6.00 eV. The net charge is +1. As for the spin multiplicity: 1. The calculation puts the LUMO energy at -4.60 eV. The value obtained for the HOMO energy is -10.60 eV.

Atoms and positions in Å:
C 2.920 -1.375 2.643
C 2.960 -1.203 1.139
O 3.557 0.011 0.747
C 1.583 -1.333 0.425
C 0.371 -1.420 1.301
C -0.127 -2.663 1.617
N -1.216 -2.814 2.384
C -1.890 -1.781 2.891
C -1.453 -0.512 2.614
C -0.326 -0.323 1.823
C 0.195 1.071 1.587
O 1.319 1.360 1.870
O -0.644 1.909 0.949
H 2.289 -0.623 3.119
H 2.584 -2.368 2.936
H 3.930 -1.247 3.026
H 3.592 -1.996 0.738
H 3.525 0.644 1.470
H 1.489 -0.496 -0.263
H 1.597 -2.239 -0.180
H 0.335 -3.568 1.256
H -1.538 -3.758 2.586
H -2.759 -1.960 3.501
H -1.988 0.318 3.051
H -1.560 1.813 1.235
C -5.653 -3.580 -1.255
C -4.139 -3.422 -1.424
C -3.757 -2.845 -0.069
O -4.670 -3.370 0.881
C -5.756 -4.022 0.201
H -6.089 -4.304 -1.940
H -6.157 -2.624 -1.401
H -3.678 -4.402 -1.566
H -3.843 -2.783 -2.253
H -3.830 -1.750 -0.081
H -2.747 -3.124 0.244
H -5.638 -5.106 0.298
H -6.690 -3.730 0.679
C -4.612 -4.716 5.623
C -5.142 -4.762 4.189
C -3.851 -4.863 3.393
O -2.915 -5.558 4.212
C -3.428 -5.672 5.548
H -5.346 -5.016 6.368
H -4.272 -3.708 5.870
H -5.744 -5.659 4.037
H -5.742 -3.898 3.909
H -3.456 -3.862 3.172
H -3.967 -5.393 2.449
H -3.737 -6.706 5.720
H -2.632 -5.429 6.251
C 3.201 3.008 -0.412
C 3.903 4.191 -1.078
C 3.302 4.159 -2.477
O 1.971 3.647 -2.325
C 1.806 3.109 -1.018
H 3.189 3.055 0.675
H 3.678 2.071 -0.707
H 3.637 5.121 -0.572
H 4.988 4.107 -1.088
H 3.865 3.490 -3.136
H 3.259 5.140 -2.945
H 1.166 3.778 -0.431
H 1.302 2.141 -1.100
C 5.147 6.714 -7.130
C 3.780 7.268 -6.729
C 3.517 6.519 -5.429
O 4.797 6.295 -4.831
C 5.831 6.584 -5.776
H 5.696 7.356 -7.816
H 5.034 5.733 -7.595
H 3.847 8.342 -6.542
H 3.004 7.099 -7.474
H 3.042 5.550 -5.619
H 2.893 7.079 -4.732
H 6.323 7.519 -5.489
H 6.569 5.782 -5.743

Here is an isolated ion of composition C5H8N and charge +1 from the OMol25 dataset. Energies are from ωB97M-V/def2-TZVPD.

The value obtained for the energy above the lowest of the compared OMol25 structures with the same formula, charge and spin is 582.6 kJ/mol. Its maximum force is 6.57 eV/Å. The HOMO-LUMO gap (alpha / beta) is 8.24 / 7.79 eV. The net charge is +1. As for the spin multiplicity: 1. The calculation puts the LUMO energy (alpha / beta) at -4.90 / -4.67 eV. The value obtained for the HOMO energy (alpha / beta) is -13.14 / -12.46 eV.

Atoms and positions in Å:
C -0.673 1.783 -0.534
C 0.636 1.636 -0.697
C 1.217 0.412 -0.093
C -1.278 0.507 -0.618
C 0.065 -0.578 -0.131
N -0.083 -1.304 1.092
H -1.239 2.634 -0.867
H 2.073 0.084 -0.676
H 1.480 0.368 1.034
H -1.912 0.148 -1.418
H 0.206 -1.293 -1.050
H 0.843 -1.408 1.431
H -0.585 -2.112 0.783
H -0.749 -0.878 1.744

Here is a 2-piece molecular cluster, C2H8NO overall from the OMol25 dataset. Energies are from ωB97M-V/def2-TZVPD.

The value obtained for the energy above the lowest of the compared OMol25 structures with the same formula, charge and spin is 40.7 kJ/mol. Its maximum force is 0.76 eV/Å. The HOMO-LUMO gap is 10.68 eV. The net charge is +1. As for the spin multiplicity: 1. The calculation puts the LUMO energy at -4.96 eV. The value obtained for the HOMO energy is -15.63 eV.

Atoms and positions in Å:
O 0.774 -3.033 -0.418
H 0.560 -3.933 -0.678
H 1.339 -2.661 -1.101
H -1.372 2.262 0.492
C -0.318 2.172 0.233
C 0.154 0.778 0.266
N -0.634 -0.230 0.360
H -0.098 2.486 -0.788
H 0.313 2.804 0.858
H 1.207 0.600 0.085
H -1.624 -0.067 0.215
H -0.299 -1.180 0.475